# 1
{
  "formula": "C41H33AsNOPRuSe3Te",
  "method": "the ωB97M-V functional and the def2-TZVPD basis",
  "gap_ev": [6.33, 5.43],
  "s2": 0.77,
  "energy_ha": -11856.34222,
  "e_lumo_ha": [-0.1185, -0.1573],
  "total_charge": 1,
  "relative_energy_ev": 0.0000,
  "molar_mass_g_mol": 1127.17,
  "multiplicity": 2,
  "elements": ["Te", "Ru", "Se", "Se", "Se", "As", "P", "O", "N", "C", "C", "C", "C", "C", "C", "C", "C", "C", "C", "C", "C", "C", "C", "C", "C", "C", "C", "C", "C", "C", "C", "C", "C", "C", "C", "C", "C", "C", "C", "C", "C", "C", "C", "C", "C", "C", "C", "C", "C", "C", "H", "H", "H", "H", "H", "H", "H", "H", "H", "H", "H", "H", "H", "H", "H", "H", "H", "H", "H", "H", "H", "H", "H", "H", "H", "H", "H", "H", "H", "H", "H", "H", "H"],
  "positions_angstrom": [[1.121, 0.444, 4.968], [0.013, 0.405, 1.089], [3.016, -0.265, 3.522], [-0.474, 1.330, 3.301], [2.385, -0.024, 1.342], [0.226, 2.095, -0.680], [-0.280, -1.745, 0.198], [-2.031, 0.916, 0.495], [-3.127, 0.226, 0.825], [-1.775, 1.800, -4.891], [-1.842, -2.464, -0.413], [1.807, -4.272, 2.675], [-5.405, -1.198, 1.394], [-1.064, 4.144, 0.841], [1.414, -3.550, 1.557], [4.193, 1.971, -2.183], [0.776, -3.581, -1.629], [-5.200, -0.666, 0.133], [2.604, 1.524, -3.942], [-4.115, -3.562, -1.593], [-3.723, -3.966, -0.327], [0.118, 1.785, -3.412], [-0.469, -2.702, 2.787], [1.564, -3.982, -2.691], [-2.626, 2.047, -3.818], [-0.025, 3.888, -0.049], [2.388, -3.061, -3.330], [0.572, 6.210, -0.043], [-1.291, 5.442, 1.274], [-3.377, -2.598, -2.273], [-3.316, -0.251, 2.064], [-2.585, -3.423, 0.265], [-4.049, 0.044, -0.131], [-0.084, -3.437, 3.897], [1.843, 2.096, -1.733], [3.153, 2.194, -1.290], [-0.745, 2.005, -2.341], [-0.472, 6.473, 0.833], [3.915, 1.617, -3.499], [0.260, -2.773, 1.598], [-2.110, 2.148, -2.533], [-2.256, -2.043, -1.681], [-4.449, -0.973, 2.370], [0.797, 4.916, -0.492], [1.558, 1.783, -3.064], [0.804, -2.254, -1.183], [1.619, -1.342, -1.833], [-0.408, 1.679, -4.695], [2.415, -1.745, -2.903], [1.056, -4.227, 3.841], [1.363, -4.796, 4.708], [-4.569, -1.351, 3.375], [2.401, 1.250, -4.970], [0.129, -4.301, -1.138], [1.605, 4.714, -1.184], [-2.268, -3.778, 1.236], [0.244, 1.526, -5.546], [1.536, -5.011, -3.027], [-3.802, 0.479, -1.087], [2.012, -3.593, 0.657], [-6.293, -1.776, 1.611], [2.704, -4.876, 2.632], [3.369, 2.454, -0.261], [-5.919, -0.803, -0.661], [-2.104, 5.647, 1.959], [-1.676, -1.296, -2.215], [1.626, -0.312, -1.512], [3.048, -1.022, -3.398], [1.213, 7.014, -0.380], [-0.646, 7.485, 1.174], [-2.757, 2.346, -1.688], [-4.293, -4.720, 0.201], [-3.688, 2.167, -3.988], [-2.181, 1.712, -5.890], [-4.990, -4.000, -2.055], [-1.345, -2.066, 2.845], [4.728, 1.415, -4.184], [-2.531, -0.017, 2.768], [-0.670, -3.389, 4.806], [-3.672, -2.289, -3.267], [5.218, 2.068, -1.852], [3.004, -3.373, -4.163], [-1.692, 3.333, 1.191]],
  "forces_ev_per_a": [[0.139, 0.134, 0.056], [-0.657, 0.163, 0.102], [0.101, -0.062, 0.191], [0.144, -0.224, -0.081], [-0.660, 0.136, -0.199], [0.625, -0.864, -0.297], [1.175, 0.659, -0.554], [-0.314, -0.074, 0.344], [0.182, 0.072, 0.022], [-0.010, -0.041, 0.037], [-0.206, 0.331, 0.074], [-0.004, 0.017, -0.007], [0.018, -0.007, 0.055], [0.003, 0.085, -0.002], [-0.026, -0.069, -0.005], [-0.024, -0.012, -0.025], [-0.052, 0.016, 0.018], [-0.032, 0.025, -0.053], [-0.020, 0.121, -0.033], [0.001, 0.008, 0.015], [0.014, 0.025, 0.008], [0.144, 0.054, -0.083], [0.012, -0.030, -0.017], [-0.028, -0.008, 0.026], [0.012, -0.039, 0.002], [-0.088, 0.000, 0.200], [0.021, 0.026, 0.008], [-0.009, -0.006, -0.008], [0.027, -0.017, -0.033], [0.008, 0.009, 0.010], [-0.017, 0.000, 0.036], [-0.007, -0.022, -0.047], [-0.064, -0.001, -0.103], [0.020, 0.007, 0.015], [0.057, 0.029, 0.091], [0.032, 0.065, 0.012], [-0.253, -0.106, 0.192], [-0.012, -0.028, 0.008], [0.003, 0.042, 0.036], [-0.226, -0.037, 0.102], [-0.007, -0.080, -0.027], [0.047, -0.016, 0.001], [-0.050, -0.030, -0.003], [-0.019, 0.058, -0.016], [-0.046, 0.070, -0.147], [-0.128, -0.238, -0.014], [0.058, -0.082, -0.005], [-0.008, -0.034, -0.021], [-0.037, -0.034, 0.028], [-0.003, 0.018, 0.004], [0.002, -0.008, -0.005], [0.011, 0.016, -0.003], [0.009, 0.021, -0.003], [0.005, -0.003, -0.023], [0.007, 0.006, 0.005], [0.000, 0.013, 0.026], [-0.003, -0.022, 0.008], [0.000, 0.002, 0.008], [0.010, -0.053, -0.002], [0.004, 0.000, 0.013], [-0.004, 0.028, 0.005], [0.002, 0.008, -0.002], [0.002, -0.034, 0.018], [0.021, -0.004, -0.013], [0.010, 0.005, 0.005], [-0.008, 0.002, -0.016], [0.055, -0.019, 0.030], [-0.007, -0.025, 0.016], [-0.005, -0.004, -0.004], [0.006, -0.008, 0.006], [0.010, 0.062, -0.021], [0.019, -0.007, 0.001], [0.003, 0.012, -0.003], [-0.001, 0.038, -0.001], [0.012, -0.012, -0.002], [-0.020, -0.013, 0.009], [0.002, 0.023, -0.005], [0.018, -0.049, 0.015], [0.014, 0.021, 0.008], [0.001, 0.016, 0.008], [-0.002, -0.021, 0.004], [-0.003, 0.002, 0.010], [-0.007, -0.004, -0.001]],
  "mulliken_charge": [0.01, -0.31, -0.19, -0.37, 0.11, 2.15, 2.22, 1.27, -0.21, -0.87, 0.72, -0.74, -0.47, -0.24, -0.73, -0.77, -0.26, -0.91, -0.30, -0.69, -0.68, 0.78, -0.55, -0.81, -0.84, 0.48, -0.83, -0.84, -0.93, -0.66, 0.26, -0.49, 0.08, -0.93, -0.71, -0.68, -0.68, -0.54, -0.69, 1.15, -0.63, -0.63, -0.93, -0.38, 0.70, -0.57, 0.94, -0.81, -0.40, -0.71, 0.42, 0.48, 0.38, 0.49, 0.41, 0.45, 0.42, 0.43, 0.19, 0.44, 0.42, 0.46, 0.66, 0.50, 0.45, 0.49, -0.47, 0.37, 0.43, 0.39, 0.77, 0.48, 0.47, 0.43, 0.42, 0.16, 0.44, 0.03, 0.46, 0.48, 0.46, 0.42, 0.30]
}

=====

# 2
{
  "formula": "C6H11N3O",
  "method": "the ωB97M-V functional and the def2-TZVPD basis",
  "gap_ev": 9.50,
  "energy_ha": -474.73804,
  "e_lumo_ha": 0.0302,
  "relative_energy_ev": 0.7651,
  "smiles": "Cc1c[nH]cn1.CC(N)=O",
  "molar_mass_g_mol": 141.17,
  "elements": ["O", "N", "N", "N", "C", "C", "C", "C", "C", "C", "H", "H", "H", "H", "H", "H", "H", "H", "H", "H", "H"],
  "positions_angstrom": [[-2.011, -0.074, 1.434], [1.397, 0.244, -0.836], [-0.620, 1.664, 1.616], [-0.063, 0.686, -2.417], [0.967, -2.102, -0.296], [-0.965, 0.357, 1.867], [0.850, 1.185, -1.538], [-0.120, -0.674, -2.192], [0.738, -0.921, -1.174], [-0.036, -0.341, 2.790], [-0.325, -0.828, 3.722], [-0.752, -1.345, -2.751], [0.668, -1.979, 0.728], [0.592, -3.043, -0.692], [-0.699, 1.196, -3.001], [0.808, 0.222, 3.218], [2.050, -2.169, -0.198], [0.557, -1.130, 2.328], [-1.136, 2.097, 0.867], [1.165, 2.210, -1.661], [0.296, 2.021, 1.761]],
  "forces_ev_per_a": [[0.130, -0.665, -0.045], [-0.093, 0.168, 0.741], [-0.449, -0.109, -0.345], [-0.012, -0.492, 0.114], [1.184, -0.417, -0.827], [-0.495, 1.248, 0.408], [0.031, 0.341, -1.342], [-0.503, -0.177, -0.035], [0.043, 0.195, 0.760], [2.575, -1.096, 1.500], [-1.412, 0.069, -0.367], [-0.138, 0.180, 0.092], [-0.757, 0.220, 0.101], [-0.110, 0.062, -0.004], [0.124, 0.132, -0.147], [-0.403, 0.873, -0.604], [0.218, -0.384, -0.128], [-0.471, -0.083, -0.562], [-0.075, -0.014, 0.049], [0.038, 0.043, 0.472], [0.576, -0.095, 0.168]],
  "mulliken_charge": [-0.62, -0.54, -0.45, -0.06, -0.98, 0.82, -0.29, -0.66, 0.79, -0.97, 0.35, 0.41, -0.04, 0.34, 0.19, 0.32, 0.31, 0.20, 0.23, 0.42, 0.22]
}